No. 1
{
  "formula": "C5H9NO",
  "method": "ωB97M-V/def2-TZVPD",
  "charge": 0,
  "e_above_lowest_kcal_mol": 127.72,
  "e_tot_ev": -8863.67422,
  "orbital_gap_ha": [0.2682, 0.2616],
  "elements": ["C", "C", "C", "C", "O", "C", "N", "H", "H", "H", "H", "H", "H", "H", "H", "H"],
  "xyz": [[-0.80561, 0.17004, 1.61389], [0.04881, -0.04450, 0.41980], [-0.60554, 1.27177, -1.06149], [1.32518, -0.83295, 0.49983], [1.53897, -1.22838, -0.86362], [0.33249, -1.09436, -1.50549], [-0.52333, -0.38726, -0.80509], [-1.77609, 0.61119, 1.36713], [-0.30603, 0.82008, 2.33679], [-1.00453, -0.79170, 2.11614], [0.37705, 1.68978, -1.27428], [-1.21820, 1.24256, -1.94797], [-1.10503, 1.89379, -0.32069], [2.19841, -0.27621, 0.85388], [1.19830, -1.73406, 1.13446], [0.32514, -1.30980, -2.56328]],
  "forces_ev_per_a": [[-0.019, 0.006, 0.125], [0.567, -0.848, 0.996], [-0.299, -0.254, -1.151], [-0.015, -0.035, 0.211], [0.324, -0.089, 0.040], [0.817, -0.455, -0.609], [-1.123, 2.000, 0.617], [0.172, -0.058, -0.034], [-0.054, -0.032, 0.043], [-0.004, 0.098, -0.007], [0.002, -0.271, -0.031], [-0.183, 0.346, -0.453], [-0.046, -0.470, 0.186], [-0.087, -0.103, -0.034], [0.092, -0.015, -0.038], [-0.142, 0.181, 0.140]],
  "lowdin_charge": [-0.06, -0.37, 0.02, -0.13, -0.06, -0.20, -0.04, 0.08, 0.08, 0.08, 0.09, 0.06, 0.07, 0.12, 0.12, 0.12]
}


No. 2
{
  "formula": "C5H9NO",
  "method": "ωB97M-V/def2-TZVPD",
  "charge": 0,
  "smiles": "CC(C)=C=O.C=N",
  "e_above_lowest_kcal_mol": 57.39,
  "e_tot_ev": -8866.72413,
  "orbital_gap_ha": 0.3353,
  "elements": ["C", "C", "C", "C", "N", "C", "O", "H", "H", "H", "H", "H", "H", "H", "H", "H"],
  "xyz": [[-0.66250, -0.34811, 1.17298], [-0.40351, 0.92151, 0.39572], [-0.08508, 2.18857, 1.17138], [1.23210, -1.92183, -1.44903], [-0.01808, -2.00493, -1.62955], [-0.55517, 0.99295, -0.91078], [-0.68699, 1.11952, -2.06456], [-1.48685, -0.20313, 1.88868], [0.22563, -0.62477, 1.75191], [-0.89155, -1.17965, 0.50577], [0.79671, 2.03473, 1.81085], [-0.93000, 2.47048, 1.82312], [0.14047, 3.03048, 0.50886], [1.62636, -1.13227, -0.79356], [1.96649, -2.59826, -1.90366], [-0.26801, -2.74529, -2.27812]],
  "forces_ev_per_a": [[-0.005, 0.003, -0.035], [-0.111, 0.128, -0.001], [0.055, -0.001, -0.023], [-0.112, -0.040, 0.016], [0.319, 0.279, 0.131], [-0.079, 0.088, -0.087], [0.114, -0.060, 0.492], [0.172, -0.046, -0.221], [-0.045, 0.049, 0.000], [-0.079, 0.105, 0.119], [-0.214, -0.006, -0.116], [0.274, -0.087, -0.216], [-0.107, -0.117, 0.116], [-0.163, -0.248, -0.135], [-0.090, 0.146, 0.000], [0.073, -0.192, -0.040]],
  "lowdin_charge": [-0.08, -0.34, -0.07, -0.12, 0.03, -0.19, 0.15, 0.08, 0.08, 0.05, 0.08, 0.08, 0.08, 0.06, 0.07, 0.05]
}


No. 3
{
  "formula": "C5H9NO",
  "method": "ωB97M-V/def2-TZVPD",
  "charge": 0,
  "e_above_lowest_kcal_mol": 82.69,
  "e_tot_ev": -8865.62674,
  "orbital_gap_ha": 0.3717,
  "elements": ["C", "C", "N", "C", "O", "C", "C", "H", "H", "H", "H", "H", "H", "H", "H", "H"],
  "xyz": [[1.64646, -0.82273, -0.19180], [0.62419, 0.15845, 0.28919], [0.87276, 1.40299, 0.57360], [-0.50774, 1.70828, 0.33774], [-1.06837, 2.75642, 0.20927], [-0.89208, 0.22728, 0.13218], [-1.39544, -0.21893, -1.22269], [1.71679, -0.56345, -1.25767], [1.38837, -1.88611, -0.12410], [2.64579, -0.65970, 0.22821], [0.36859, -0.90743, 2.20312], [0.69862, -0.06677, 2.55998], [-1.55491, -0.12961, 0.93828], [-0.72045, 0.12972, -2.01242], [-2.39172, 0.18608, -1.40680], [-1.43084, -1.31448, -1.25608]],
  "forces_ev_per_a": [[-0.028, 0.027, -0.043], [0.314, 0.137, -0.382], [-0.058, -0.044, -0.288], [-0.281, 0.601, -0.072], [0.152, -0.417, 0.126], [0.071, 0.032, -0.106], [-0.078, 0.038, -0.126], [0.095, -0.259, 0.052], [-0.189, 0.345, 0.130], [-0.373, 0.140, 0.081], [1.449, 3.512, 2.132], [-1.465, -4.001, -1.283], [0.638, -0.156, -0.083], [-0.197, -0.038, 0.036], [0.045, -0.119, -0.085], [-0.096, 0.201, -0.089]],
  "lowdin_charge": [-0.03, -0.42, 0.18, -0.44, 0.12, -0.24, -0.05, 0.10, 0.08, 0.09, 0.10, 0.13, 0.14, 0.09, 0.08, 0.08]
}


No. 4
{
  "formula": "C5H9NO",
  "method": "ωB97M-V/def2-TZVPD",
  "charge": 0,
  "smiles": "[H]/N=C(/C)OC1CC1",
  "e_above_lowest_kcal_mol": 44.06,
  "e_tot_ev": -8867.30199,
  "orbital_gap_ha": 0.3948,
  "elements": ["C", "C", "N", "O", "C", "C", "C", "H", "H", "H", "H", "H", "H", "H", "H", "H"],
  "xyz": [[0.61959, 1.52362, 1.05659], [-0.67308, 0.78117, 1.23701], [-1.56120, 1.18485, 2.04280], [-0.89025, -0.34322, 0.48369], [0.17986, -0.91990, -0.21662], [0.51542, -0.42756, -1.59064], [-0.20167, -1.73984, -1.39779], [1.48612, 0.88894, 1.26649], [0.71792, 1.88033, 0.02690], [0.62231, 2.37257, 1.73977], [-2.35591, 0.54223, 2.01670], [0.98606, -1.27758, 0.42079], [-0.07410, 0.39955, -1.97472], [1.55657, -0.43303, -1.90087], [-1.25947, -1.76325, -1.63943], [0.33184, -2.66888, -1.57065]],
  "forces_ev_per_a": [[0.053, 0.025, -0.015], [-0.105, 0.166, 0.206], [0.160, -0.198, -0.257], [-0.052, 0.048, 0.046], [0.218, -0.081, -0.010], [0.073, 0.152, -0.099], [-0.093, -0.174, -0.004], [-0.129, 0.059, -0.017], [-0.012, -0.049, 0.123], [-0.023, -0.125, -0.100], [0.039, 0.085, 0.030], [-0.118, 0.045, -0.097], [0.071, -0.119, 0.077], [-0.169, -0.007, 0.065], [0.154, 0.014, 0.037], [-0.064, 0.157, 0.015]],
  "lowdin_charge": [-0.02, -0.48, 0.14, -0.01, -0.35, -0.09, -0.08, 0.08, 0.08, 0.08, 0.06, 0.15, 0.11, 0.10, 0.11, 0.10]
}


No. 5
{
  "formula": "C5H9NO",
  "method": "ωB97M-V/def2-TZVPD",
  "charge": 0,
  "smiles": "C[C@H]1N[C@H]1[C@H]1CO1",
  "e_above_lowest_kcal_mol": 94.16,
  "e_tot_ev": -8865.12943,
  "orbital_gap_ha": 0.3911,
  "elements": ["C", "C", "N", "C", "C", "C", "O", "H", "H", "H", "H", "H", "H", "H", "H", "H"],
  "xyz": [[-1.89176, -0.47746, 0.16872], [-1.14258, 0.67036, 0.78729], [0.03617, 0.42956, 1.61619], [0.20831, 1.02090, 0.28008], [0.98597, 0.32013, -0.84934], [2.05999, -0.58631, -0.49089], [0.99829, -1.16681, -1.20687], [-2.47107, -0.11808, -0.68807], [-2.58407, -0.92553, 0.88892], [-1.19320, -1.24063, -0.18850], [-1.77116, 1.47562, 1.17221], [0.26068, -0.56393, 1.62868], [0.49239, 2.07580, 0.37847], [0.94137, 0.45024, -1.92268], [3.06414, -0.48406, -0.89175], [1.99526, -0.98049, 0.51734]],
  "forces_ev_per_a": [[-0.015, -0.069, -0.017], [-0.211, 0.062, -0.216], [0.175, -0.228, -0.122], [-0.002, -0.141, -0.491], [-0.609, -1.202, -0.092], [0.501, -0.202, 0.242], [-0.593, -0.452, 1.155], [0.016, -0.099, 0.096], [0.080, 0.034, -0.102], [-0.154, 0.069, 0.052], [0.152, -0.099, -0.146], [-0.045, 0.078, -0.157], [0.084, -0.385, -0.385], [0.139, 2.561, 0.239], [-0.112, -0.365, -0.348], [0.594, 0.438, 0.293]],
  "lowdin_charge": [-0.05, -0.33, 0.06, -0.22, -0.14, -0.17, -0.09, 0.08, 0.08, 0.07, 0.13, 0.09, 0.14, 0.14, 0.11, 0.11]
}


No. 6
{
  "formula": "C5H9NO",
  "method": "ωB97M-V/def2-TZVPD",
  "charge": 0,
  "e_above_lowest_kcal_mol": 127.26,
  "e_tot_ev": -8863.69423,
  "orbital_gap_ha": 0.2664,
  "elements": ["C", "C", "C", "C", "C", "O", "N", "H", "H", "H", "H", "H", "H", "H", "H", "H"],
  "xyz": [[0.90872, 1.25091, -0.98766], [-1.33416, -0.96590, -0.65986], [-0.90589, 0.28787, 0.02532], [0.84023, -0.10557, 1.16615], [1.16527, 0.14786, -0.17273], [0.95564, -1.37218, 1.72216], [-1.62527, 1.16760, 0.52418], [1.62548, -1.89103, 1.26252], [-1.26036, 1.96871, 1.01657], [0.70310, 0.67137, 1.90601], [0.69345, 2.23255, -0.59327], [1.14636, 1.19228, -2.03839], [1.45552, -0.75613, -0.70841], [-2.41436, -0.91887, -0.79459], [-1.09399, -1.82993, -0.03643], [-0.85974, -1.07953, -1.63157]],
  "forces_ev_per_a": [[1.071, -0.368, 0.251], [0.061, 0.029, -0.214], [0.140, -1.293, 2.488], [-1.519, 0.174, -0.212], [-0.049, 0.876, -1.438], [0.033, 0.257, -0.146], [0.124, 0.452, -1.016], [-0.011, 0.095, -0.048], [0.082, -0.219, 0.344], [0.020, -0.032, -0.024], [-0.081, -0.027, 0.072], [0.073, -0.063, 0.000], [-0.049, -0.019, -0.107], [0.039, 0.043, -0.011], [0.054, 0.085, 0.020], [0.012, 0.009, 0.040]],
  "lowdin_charge": [-0.06, -0.04, -0.31, -0.23, -0.23, -0.02, 0.12, 0.10, 0.07, 0.13, 0.05, 0.04, 0.12, 0.09, 0.09, 0.08]
}


Please write out number 5 again, unchanged.
{
  "formula": "C5H9NO",
  "method": "ωB97M-V/def2-TZVPD",
  "charge": 0,
  "smiles": "C[C@H]1N[C@H]1[C@H]1CO1",
  "e_above_lowest_kcal_mol": 94.16,
  "e_tot_ev": -8865.12943,
  "orbital_gap_ha": 0.3911,
  "elements": ["C", "C", "N", "C", "C", "C", "O", "H", "H", "H", "H", "H", "H", "H", "H", "H"],
  "xyz": [[-1.89176, -0.47746, 0.16872], [-1.14258, 0.67036, 0.78729], [0.03617, 0.42956, 1.61619], [0.20831, 1.02090, 0.28008], [0.98597, 0.32013, -0.84934], [2.05999, -0.58631, -0.49089], [0.99829, -1.16681, -1.20687], [-2.47107, -0.11808, -0.68807], [-2.58407, -0.92553, 0.88892], [-1.19320, -1.24063, -0.18850], [-1.77116, 1.47562, 1.17221], [0.26068, -0.56393, 1.62868], [0.49239, 2.07580, 0.37847], [0.94137, 0.45024, -1.92268], [3.06414, -0.48406, -0.89175], [1.99526, -0.98049, 0.51734]],
  "forces_ev_per_a": [[-0.015, -0.069, -0.017], [-0.211, 0.062, -0.216], [0.175, -0.228, -0.122], [-0.002, -0.141, -0.491], [-0.609, -1.202, -0.092], [0.501, -0.202, 0.242], [-0.593, -0.452, 1.155], [0.016, -0.099, 0.096], [0.080, 0.034, -0.102], [-0.154, 0.069, 0.052], [0.152, -0.099, -0.146], [-0.045, 0.078, -0.157], [0.084, -0.385, -0.385], [0.139, 2.561, 0.239], [-0.112, -0.365, -0.348], [0.594, 0.438, 0.293]],
  "lowdin_charge": [-0.05, -0.33, 0.06, -0.22, -0.14, -0.17, -0.09, 0.08, 0.08, 0.07, 0.13, 0.09, 0.14, 0.14, 0.11, 0.11]
}